Record 1
Molecular formula: C12H17BCoN3
Method: DFT, ωB97M-V/def2-TZVPD

Computed properties:
gap between HOMO and LUMO (spin up / spin down): 7.4812 / 8.1741 eV
calculated total energy: -2039.090078 Eh
max |F|: 1.458 eV/Å
multiplicity: 2
net charge: +1
LUMO level (spin up / spin down): -4.6438 / -3.9714 eV

Last column: Löwdin spin population.
Geometry (Å):
Co: -0.209 -0.644 0.585  0.98
C: -3.712 -0.798 0.363  0.00
C: -2.500 -0.764 1.247  0.02
C: -1.981 0.441 1.721  0.00
C: -0.861 0.462 2.565  0.02
C: -0.223 -0.725 2.928  0.00
C: -0.734 -1.940 2.465  0.01
C: -1.854 -1.958 1.635  -0.04
H: -4.606 -0.884 0.986  0.00
H: -3.688 -1.653 -0.312  0.00
H: -3.802 0.112 -0.228  0.00
H: -2.458 1.372 1.438  0.00
H: -0.475 1.409 2.918  0.00
H: 0.642 -0.708 3.575  0.00
H: -0.257 -2.870 2.739  0.00
H: -2.237 -2.907 1.279  0.00
C: 4.036 2.352 -0.680  0.00
N: 2.627 1.951 -0.547  0.00
C: 1.557 2.524 -1.205  0.00
C: 0.451 1.875 -0.774  0.00
N: 0.838 0.906 0.135  0.00
C: 2.159 0.980 0.237  0.00
H: 4.235 2.598 -1.718  0.00
H: 4.669 1.520 -0.389  0.00
H: 4.247 3.212 -0.052  0.00
H: 1.681 3.327 -1.912  0.00
H: -0.576 2.019 -1.067  0.00
H: 2.790 0.352 0.848  0.00
B: 0.035 -2.017 -3.665  0.01
C: 0.054 -1.763 -2.136  0.02
N: 0.065 -1.570 -0.990  -0.02
H: 0.824 -2.918 -3.881  0.01
H: 0.377 -0.961 -4.173  0.00
H: -1.115 -2.330 -3.933  0.00

---

Record 2
Molecular formula: C24H63CrF2N5O7
Method: DFT, ωB97M-V/def2-TZVPD

Computed properties:
gap between HOMO and LUMO (spin up / spin down): 6.7429 / 8.5860 eV
calculated total energy: -2996.703024 Eh
max |F|: 4.204 eV/Å
multiplicity: 5
net charge: 0
LUMO level (spin up / spin down): 0.3686 / 0.3640 eV

Last column: Löwdin spin population.
Geometry (Å):
Cr: 2.235 0.173 1.680  3.75
F: 3.386 -1.454 2.015  0.04
F: 1.695 -0.489 -0.224  0.04
C: 3.592 1.618 4.306  0.01
O: 2.598 0.769 3.666  0.03
C: 1.750 0.184 4.573  0.00
C: 0.387 -0.208 3.954  0.01
N: 0.735 -0.915 2.736  0.05
C: -0.493 -1.212 2.061  0.01
C: -1.335 -2.359 2.601  0.00
O: -2.234 -1.964 3.614  0.00
C: -3.448 -1.280 3.209  0.00
H: 3.110 2.544 4.620  0.00
H: 4.340 1.919 3.573  0.00
H: 4.106 1.065 5.092  0.00
H: 1.698 0.838 5.444  0.00
H: 2.240 -0.693 4.995  0.00
H: -0.256 0.667 3.861  0.00
H: -0.209 -0.757 4.682  0.00
H: 1.111 -1.792 3.067  0.00
H: -0.221 -1.418 1.025  0.00
H: -1.163 -0.356 1.988  0.00
H: -0.670 -3.108 3.031  0.00
H: -1.814 -2.838 1.747  0.00
H: -3.307 -0.201 3.145  0.00
H: -4.122 -1.481 4.042  0.00
H: -4.031 -1.551 2.328  0.00
C: -5.483 1.671 -2.690  0.00
O: -4.445 0.893 -2.064  0.00
C: -4.448 0.859 -0.731  0.00
C: -3.107 0.534 -0.199  0.00
N: -2.779 -0.891 -0.432  0.00
C: -1.577 -1.132 -1.252  0.00
C: -1.689 -0.798 -2.818  0.00
O: -0.487 -0.393 -3.503  0.00
C: 0.511 -1.376 -3.555  0.00
H: -6.492 1.410 -2.370  0.00
H: -5.572 1.369 -3.734  0.00
H: -5.285 2.741 -2.621  0.00
H: -5.266 0.287 -0.292  0.00
H: -4.542 1.905 -0.438  0.00
H: -3.087 0.654 0.885  0.00
H: -2.304 1.121 -0.645  0.00
H: -3.575 -1.195 -0.973  0.00
H: -1.101 -2.103 -1.120  0.00
H: -0.821 -0.451 -0.860  0.00
H: -2.374 0.045 -2.916  0.00
H: -2.261 -1.588 -3.305  0.00
H: 1.149 -1.489 -2.679  0.00
H: 1.148 -1.129 -4.404  0.00
H: 0.049 -2.361 -3.624  0.00
C: -0.411 3.848 -2.164  0.00
C: 0.278 2.450 -2.336  0.00
C: 0.755 2.202 -3.784  0.00
O: 1.762 3.208 -4.002  0.00
C: 2.563 2.851 -5.148  0.00
N: 1.309 2.209 -1.319  0.00
H: 0.062 4.708 -2.638  0.00
H: -0.431 4.291 -1.168  0.00
H: -1.470 3.854 -2.421  0.00
H: -0.533 1.743 -2.159  0.00
H: -0.013 2.309 -4.551  0.00
H: 1.250 1.235 -3.864  0.00
H: 3.324 3.612 -5.322  0.00
H: 1.982 2.849 -6.071  0.00
H: 3.097 1.907 -5.253  0.00
H: 1.333 1.202 -1.394  0.00
H: 2.185 2.338 -1.805  0.00
C: 0.432 -4.637 0.076  0.00
C: 1.815 -4.953 -0.382  0.00
C: 1.907 -5.227 -1.870  0.00
O: 3.244 -5.662 -2.068  0.00
C: 3.572 -5.985 -3.416  0.00
N: 2.755 -3.939 0.142  0.00
H: 0.230 -4.282 1.086  0.00
H: -0.174 -5.428 -0.367  0.00
H: 0.124 -3.774 -0.515  0.00
H: 2.105 -5.901 0.071  0.00
H: 1.761 -4.299 -2.424  0.00
H: 1.301 -6.067 -2.208  0.00
H: 3.257 -5.109 -3.982  0.00
H: 3.182 -6.961 -3.706  0.00
H: 4.645 -6.145 -3.524  0.00
H: 2.450 -3.039 -0.200  0.00
H: 3.623 -4.122 -0.341  0.00
C: 2.052 4.021 1.632  0.01
C: 0.934 3.099 2.053  0.00
C: -0.440 3.669 2.102  0.00
O: -1.270 2.516 2.519  0.00
C: -2.143 2.790 3.583  0.00
N: 0.941 1.838 1.395  0.02
H: 1.857 4.462 0.654  0.00
H: 2.929 3.448 1.331  0.01
H: 2.375 4.824 2.294  0.00
H: 1.137 2.964 3.116  0.00
H: -0.836 4.179 1.224  0.00
H: -0.447 4.452 2.860  0.00
H: -2.518 1.835 3.952  0.00
H: -2.974 3.432 3.289  0.00
H: -1.561 3.189 4.414  0.00
H: 0.000 1.632 1.700  0.00
H: 0.854 2.080 0.418  0.00

---

Record 3
Molecular formula: C4H5NO2
Method: DFT, ωB97M-V/def2-TZVPD

Computed properties:
gap between HOMO and LUMO: 9.9655 eV
calculated total energy: -360.572141 Eh
max |F|: 0.640 eV/Å
net charge: 0
LUMO level: 0.2771 eV
structure (SMILES): O=CC(=O)N1CC1
energy relative to the best compared isomer or geometry (same formula, charge and spin): 255.4 kJ/mol

Last column: natural (NBO) charge in e.
Geometry (Å):
O: -1.891 0.911 1.280  -0.47
C: -1.932 0.618 0.112  0.35
C: -0.673 0.837 -0.742  0.60
O: -0.677 1.527 -1.737  -0.54
N: 0.357 0.268 -0.044  -0.46
C: 1.718 -0.105 0.119  -0.20
C: 0.602 -1.099 0.292  -0.22
H: -2.844 0.220 -0.362  0.13
H: 2.151 0.275 1.044  0.21
H: 2.400 -0.184 -0.723  0.21
H: 0.478 -1.819 -0.518  0.20
H: 0.310 -1.451 1.279  0.21

---

Record 4
Molecular formula: C36H63As3F18HfN9
Method: DFT, ωB97M-V/def2-TZVPD

Computed properties:
gap between HOMO and LUMO: 1.2463 eV
calculated total energy: -10454.322466 Eh
max |F|: 3.381 eV/Å
net charge: +1
LUMO level: -11.7276 eV
energy relative to the best compared isomer or geometry (same formula, charge and spin): 3321.3 kJ/mol

Last column: Löwdin charge in e.
Geometry (Å):
Hf: -0.025 0.072 -0.100  1.98
As: -3.726 -0.082 5.618  0.90
F: -4.755 1.257 5.023  -0.26
F: -2.627 1.241 6.126  -0.26
F: -2.643 -1.363 6.208  -0.26
F: -4.867 -1.282 5.005  -0.25
F: -2.794 -0.116 4.027  -0.33
F: -4.540 -0.015 7.236  -0.27
As: 0.653 -5.657 -3.612  0.90
F: 2.411 -5.597 -3.293  -0.27
F: 0.418 -4.102 -2.682  -0.35
F: -1.139 -5.666 -3.880  -0.27
F: 0.802 -7.204 -4.452  -0.26
F: 0.371 -6.628 -2.097  -0.27
F: 0.898 -4.718 -5.100  -0.26
As: 5.345 4.389 -0.475  0.92
F: 4.642 4.968 -1.999  -0.26
F: 3.879 3.259 -0.327  -0.33
F: 6.007 3.696 1.013  -0.26
F: 6.785 5.454 -0.582  -0.26
F: 4.405 5.629 0.478  -0.27
F: 6.199 3.165 -1.477  -0.25
C: -1.896 1.298 -9.644  -0.10
C: -3.040 0.248 -9.596  -0.23
C: -2.711 -0.884 -8.566  -0.18
C: -2.491 -0.463 -7.154  -0.21
N: -2.310 -0.158 -6.055  0.13
H: -2.136 2.029 -10.416  0.07
H: -0.990 0.759 -9.920  0.07
H: -1.695 1.873 -8.740  0.07
H: -3.279 -0.222 -10.550  0.11
H: -3.941 0.748 -9.239  0.10
H: -1.917 -1.570 -8.861  0.12
H: -3.566 -1.560 -8.585  0.11
C: -1.351 -9.134 6.404  -0.11
C: -1.190 -7.752 5.878  -0.28
C: -0.693 -7.788 4.454  -0.19
C: -0.437 -6.434 3.955  -0.21
N: -0.241 -5.395 3.559  0.16
H: -0.397 -9.652 6.305  0.08
H: -2.129 -9.712 5.906  0.08
H: -1.705 -9.062 7.432  0.08
H: -0.484 -7.219 6.514  0.12
H: -2.139 -7.216 5.850  0.12
H: -1.440 -8.229 3.795  0.13
H: 0.162 -8.442 4.284  0.13
C: -0.382 9.261 -2.963  -0.11
C: -1.216 8.660 -4.089  -0.24
C: -0.496 7.449 -4.747  -0.17
C: -0.435 6.292 -3.826  -0.21
N: -0.408 5.355 -3.133  0.14
H: -0.110 8.592 -2.146  0.07
H: -0.984 10.031 -2.480  0.07
H: 0.535 9.762 -3.275  0.08
H: -1.335 9.368 -4.909  0.11
H: -2.227 8.385 -3.788  0.11
H: 0.546 7.620 -5.017  0.12
H: -1.056 7.156 -5.636  0.12
C: 9.355 -2.144 0.902  -0.10
C: 8.965 -3.369 0.066  -0.24
C: 7.612 -4.011 0.399  -0.17
C: 6.495 -3.061 0.328  -0.17
N: 5.567 -2.328 0.247  0.17
H: 9.573 -2.376 1.945  0.08
H: 8.698 -1.281 0.795  0.08
H: 10.304 -1.837 0.462  0.08
H: 9.759 -4.116 0.062  0.12
H: 8.846 -2.882 -0.902  0.11
H: 7.549 -4.497 1.373  0.13
H: 7.353 -4.802 -0.306  0.13
C: 1.596 7.542 5.781  -0.09
C: 0.259 8.124 5.300  -0.24
C: -0.850 7.092 5.011  -0.17
C: -0.460 6.121 3.994  -0.21
N: -0.161 5.294 3.254  0.17
H: 1.412 7.000 6.709  0.08
H: 2.341 8.305 6.003  0.08
H: 2.095 6.877 5.076  0.07
H: 0.340 8.799 4.448  0.11
H: -0.132 8.728 6.119  0.11
H: -1.702 7.596 4.555  0.12
H: -1.122 6.574 5.931  0.13
C: -6.958 -7.027 1.688  -0.08
C: -7.490 -6.498 0.327  -0.25
C: -6.441 -6.130 -0.674  -0.21
C: -5.562 -4.989 -0.421  -0.18
N: -4.873 -4.110 -0.121  0.17
H: -6.499 -8.002 1.520  0.07
H: -7.753 -7.133 2.426  0.07
H: -6.139 -6.463 2.134  0.07
H: -8.088 -5.590 0.410  0.11
H: -8.174 -7.232 -0.100  0.11
H: -7.013 -5.909 -1.575  0.13
H: -5.838 -6.964 -1.033  0.13
C: 5.084 2.634 7.909  -0.12
C: 4.001 1.933 8.625  -0.26
C: 3.553 0.658 7.862  -0.17
C: 3.061 0.847 6.493  -0.20
N: 2.722 1.003 5.397  0.17
H: 5.973 2.005 7.952  0.08
H: 5.330 3.597 8.357  0.08
H: 4.831 2.790 6.860  0.08
H: 3.165 2.626 8.718  0.12
H: 4.287 1.581 9.617  0.12
H: 2.755 0.152 8.407  0.13
H: 4.355 -0.068 7.732  0.12
C: -9.461 0.527 0.924  -0.09
C: -9.478 1.602 -0.223  -0.23
C: -8.447 2.761 -0.165  -0.18
C: -7.084 2.282 -0.043  -0.21
N: -5.978 1.881 -0.003  0.15
H: -9.481 1.001 1.905  0.07
H: -8.582 -0.117 0.903  0.07
H: -10.355 -0.095 0.905  0.07
H: -10.488 2.005 -0.306  0.10
H: -9.312 1.116 -1.185  0.10
H: -8.580 3.371 0.728  0.12
H: -8.570 3.375 -1.057  0.12
C: 5.677 -2.034 -8.207  -0.10
C: 6.421 -0.800 -7.713  -0.25
C: 5.521 0.348 -7.208  -0.17
C: 4.571 -0.012 -6.150  -0.18
N: 3.805 -0.278 -5.319  0.17
H: 6.344 -2.839 -8.519  0.08
H: 5.113 -1.750 -9.096  0.08
H: 4.970 -2.394 -7.461  0.07
H: 7.022 -0.399 -8.529  0.11
H: 7.129 -1.161 -6.967  0.11
H: 4.982 0.708 -8.084  0.13
H: 6.167 1.151 -6.853  0.12

---

Record 5
Molecular formula: C3H3NO
Method: DFT, ωB97M-V/def2-TZVPD

Computed properties:
gap between HOMO and LUMO: 10.5779 eV
calculated total energy: -246.075228 Eh
max |F|: 1.873 eV/Å
net charge: 0
LUMO level: 1.0489 eV
structure (SMILES): c1cocn1
energy relative to the best compared isomer or geometry (same formula, charge and spin): 42.8 kJ/mol

Last column: natural (NBO) charge in e.
Geometry (Å):
C: -0.749 -0.658 -0.085  -0.12
C: -0.747 0.687 0.013  0.04
O: 0.559 1.071 0.336  -0.42
C: 1.254 -0.071 0.180  0.32
N: 0.543 -1.136 0.024  -0.45
H: -1.565 -1.341 -0.274  0.22
H: -1.553 1.410 0.003  0.22
H: 2.258 0.038 -0.197  0.20

---

Record 6
Molecular formula: C11H27NOP
Method: DFT, ωB97M-V/def2-TZVPD

Computed properties:
gap between HOMO and LUMO: 9.5671 eV
calculated total energy: -906.419256 Eh
max |F|: 0.201 eV/Å
net charge: +1
LUMO level: -2.6755 eV
structure (SMILES): COCCCCCCCC[NH2+]P(C)C
energy relative to the best compared isomer or geometry (same formula, charge and spin): 0.0 kJ/mol

Last column: natural (NBO) charge in e.
Geometry (Å):
C: 5.328 -0.247 0.189  -0.25
O: 3.955 -0.507 0.408  -0.54
C: 3.116 0.482 -0.139  -0.05
C: 1.679 -0.040 -0.095  -0.42
C: 1.131 -0.403 -1.474  -0.40
C: -0.199 -1.167 -1.523  -0.39
C: -0.264 -2.491 -0.738  -0.41
C: -1.512 -2.687 0.128  -0.39
C: -1.643 -1.760 1.355  -0.44
C: -2.551 -0.532 1.191  -0.22
N: -1.783 0.765 1.172  -0.77
P: -2.839 2.264 0.867  1.01
C: -3.057 2.042 -0.934  -0.98
C: -1.455 3.463 0.894  -0.97
H: 5.888 -1.013 0.718  0.20
H: 5.571 -0.292 -0.878  0.17
H: 5.619 0.735 0.579  0.17
H: 3.215 1.417 0.429  0.17
H: 3.413 0.698 -1.174  0.17
H: 1.045 0.712 0.393  0.15
H: 1.692 -0.909 0.564  0.23
H: 1.887 -0.997 -1.995  0.22
H: 1.031 0.517 -2.060  0.20
H: -1.031 -0.514 -1.232  0.15
H: -0.400 -1.384 -2.573  0.23
H: 0.623 -2.613 -0.113  0.21
H: -0.232 -3.314 -1.451  0.23
H: -2.407 -2.595 -0.495  0.20
H: -1.513 -3.716 0.488  0.23
H: -0.645 -1.435 1.671  0.21
H: -2.033 -2.335 2.193  0.24
H: -3.120 -0.568 0.263  0.22
H: -3.261 -0.433 2.011  0.23
H: -1.318 0.869 2.075  0.43
H: -1.034 0.692 0.478  0.44
H: -3.859 1.344 -1.163  0.26
H: -3.347 3.021 -1.322  0.27
H: -2.138 1.746 -1.443  0.24
H: -0.948 3.435 1.860  0.25
H: -1.875 4.462 0.779  0.27
H: -0.730 3.286 0.098  0.24

---

Record 7
Molecular formula: C4H14N
Method: DFT, ωB97M-V/def2-TZVPD

Computed properties:
gap between HOMO and LUMO (spin up / spin down): 4.6700 / 12.1533 eV
calculated total energy: -215.403738 Eh
max |F|: 2.824 eV/Å
multiplicity: 2
net charge: 0
LUMO level (spin up / spin down): 1.0474 / 0.6920 eV
energy relative to the best compared isomer or geometry (same formula, charge and spin): 74.6 kJ/mol

Last column: Löwdin spin population.
Geometry (Å):
C: -0.118 1.959 1.390  0.05
C: 0.668 0.943 2.220  0.02
H: -0.557 2.685 2.024  0.00
H: 0.497 2.318 0.585  0.03
H: -0.940 1.500 0.724  0.02
H: 1.133 0.112 1.654  0.01
H: 0.133 0.567 3.100  0.00
H: 1.568 1.357 2.717  0.00
C: 0.237 -1.374 -1.285  0.13
C: -1.071 -1.756 -0.580  0.04
N: 0.268 0.065 -1.716  0.23
H: 0.962 -1.518 -0.478  0.02
H: 0.540 -2.075 -2.111  0.04
H: -1.235 -1.247 0.351  0.00
H: -1.049 -2.848 -0.415  0.01
H: 0.427 0.056 -2.751  0.16
H: -0.641 0.530 -1.630  0.10
H: 0.976 0.603 -1.162  0.12
H: -1.934 -1.555 -1.207  0.02

---

Record 8
Molecular formula: C5H7NO
Method: DFT, ωB97M-V/def2-TZVPD

Computed properties:
gap between HOMO and LUMO (spin up / spin down): 7.9072 / 7.9067 eV
calculated total energy: -324.548956 Eh
max |F|: 0.919 eV/Å
net charge: 0
LUMO level (spin up / spin down): -1.8909 / -1.8913 eV
energy relative to the best compared isomer or geometry (same formula, charge and spin): 460.8 kJ/mol

Last column: natural (NBO) charge in e.
Geometry (Å):
C: -0.899 -0.820 1.156  -0.74
C: -0.379 0.482 0.703  0.34
C: 0.727 0.661 -0.148  -0.74
C: 1.769 -0.402 -0.326  0.45
O: 1.673 -1.546 0.049  -0.51
C: -1.779 0.780 -1.530  -0.04
N: -1.037 0.711 -2.443  -0.67
H: -1.134 -1.445 0.286  0.30
H: -1.778 -0.724 1.792  0.24
H: -0.088 -1.358 1.666  0.29
H: -0.882 1.382 1.060  0.23
H: 0.025 0.630 -1.203  0.45
H: 1.108 1.682 -0.220  0.27
H: 2.675 -0.035 -0.843  0.13